This record from the Open Molecules 2025 dataset describes C4H7BrO in the gas phase in a non-equilibrium geometry. The level of theory is ωB97M-V with the def2-TZVPD basis set.

XYZ file:
```
13
Properties=species:S:1:pos:R:3:lowdin_charge:R:1
C 0.123 -1.052 2.429 -0.066
C -0.230 -1.289 1.204 -0.084
C -0.312 1.023 -2.152 -0.134
C 0.061 0.095 -0.037 -0.578
O -0.431 -0.140 -1.350 -0.238
Br 2.008 0.619 0.125 0.593
H 0.174 -1.863 3.177 0.080
H 0.369 -0.099 2.673 0.014
H -0.571 -2.248 0.723 0.098
H 0.607 1.479 -1.878 0.005
H -1.092 1.723 -1.978 0.069
H -0.319 0.670 -3.302 0.146
H -0.386 1.084 0.367 0.094
```

Computed properties:
HOMO-LUMO gap = 10.759 eV
Electronic energy = -2805.7497 hartree
Energy relative to the best compared isomer or geometry (same formula, charge and spin) = 66.6 kcal per mole
Structure (SMILES) = C=C[C@@H](Br)OC
Highest occupied orbital energy = -9.9 eV